Entry 1:
Formula: C37H36BDyNO3P2
Source: OMol25
Level of theory: ωB97M-V/def2-TZVPD

Values from the calculation:
HOMO (alpha / beta) = -0.301 / -0.269 Eh
total energy = -89914.9528 eV
Kohn-Sham gap (alpha / beta) = 5.36 / 4.53 eV
net charge = +1
spin multiplicity = 6
<S²> = 9.791
E_LUMO (alpha / beta) = -2.85 / -2.80 eV
ΔE to the lowest compared entry with this formula, charge and spin = 0.0000 eV

XYZ file:
```
81
Properties=species:S:1:pos:R:3:lowdin_spin:R:1
H 1.792 1.398 2.013 0.032
H 0.309 -3.279 -1.438 0.000
H -5.269 -1.964 -3.139 0.000
P 4.088 0.601 1.674 -0.184
C 0.934 1.868 -2.816 -0.003
H -2.759 1.006 6.718 0.000
C -2.681 0.474 -1.471 0.005
C 1.458 0.507 -4.720 0.000
C -0.176 -0.264 -3.052 0.000
C 3.400 -4.616 -2.064 -0.003
C -2.741 -0.883 -0.994 0.003
H 4.699 2.594 0.536 -0.004
C -2.419 0.724 5.734 0.005
C -1.931 -1.415 0.012 0.010
H -5.558 0.440 -3.341 0.000
H -3.241 1.288 2.468 0.000
H 5.980 1.375 0.480 -0.002
C 3.602 -2.835 -0.543 0.002
C -3.724 0.899 -2.313 0.001
P -1.161 1.383 -1.049 0.033
C -2.320 4.886 -2.685 0.000
H -3.708 1.942 -2.544 0.000
H -1.497 3.557 0.828 0.001
O 0.383 -1.945 2.719 0.017
H 5.280 0.611 3.702 -0.008
Dy -0.300 -0.399 1.314 5.717
N -1.775 -0.118 3.108 0.020
H 2.709 1.230 3.534 -0.002
C -1.200 -0.744 4.176 0.015
H 4.558 -1.065 3.393 -0.003
H -2.544 5.217 -3.692 0.000
C -0.142 -1.821 4.066 0.007
O 4.186 -1.669 -0.008 -0.116
C 2.800 1.542 2.468 -0.002
H -3.406 6.467 -1.765 0.000
H 3.009 2.622 2.476 -0.003
C -3.031 1.318 4.607 0.000
O 1.828 -1.387 0.000 -0.077
H 1.470 -5.239 -2.701 0.000
H -3.806 2.122 4.749 0.000
C -1.664 3.678 -2.552 0.000
C -2.508 5.127 -0.278 0.000
C 2.027 -4.538 -2.058 -0.009
H 1.094 2.890 -2.299 0.000
C -1.455 3.129 -1.279 0.000
H -1.495 -3.062 1.400 0.002
C 5.274 1.880 1.139 -0.025
C -1.482 -0.263 5.472 0.000
H -2.758 -4.657 0.124 0.000
H -0.625 -2.790 4.352 0.001
H 0.653 -1.566 4.802 0.001
H 5.307 -3.908 -1.326 0.000
C -3.643 -1.816 -1.656 0.001
H -0.856 -0.599 6.258 0.000
C 1.632 1.694 -3.996 -0.001
C 5.031 -0.177 2.963 -0.051
H 2.335 2.466 -4.369 0.000
H 5.972 -0.511 2.531 -0.001
H 0.375 -1.358 -4.799 0.000
C 0.003 0.934 -2.331 -0.001
B 3.148 -0.733 0.371 -0.378
H -1.347 3.107 -3.427 0.000
C -2.844 -3.617 -0.191 -0.001
H -4.317 -3.849 -1.734 0.000
H 1.038 -2.690 2.751 0.001
C -2.705 0.891 3.349 0.010
C -4.575 -1.308 -2.616 0.001
H 3.850 -5.316 -2.737 0.000
C 1.391 -3.509 -1.293 -0.003
H 5.754 2.349 1.969 -0.002
H -0.902 -1.007 -2.681 0.000
H 1.996 0.240 -5.650 0.000
C 4.242 -3.774 -1.291 -0.009
C 2.182 -2.706 -0.521 0.001
H -2.818 5.638 0.652 0.000
C -2.772 5.596 -1.596 0.000
C -1.795 3.954 -0.133 0.000
C 0.543 -0.450 -4.224 0.000
C -2.042 -2.697 0.509 0.001
C -4.705 0.081 -2.806 0.000
C -3.633 -3.182 -1.243 0.000
```


Entry 2:
Formula: C23H21CrN3O3S3
Source: OMol25
Level of theory: ωB97M-V/def2-TZVPD

Values from the calculation:
HOMO (alpha / beta) = -0.274 / -0.272 Eh
total energy = -95730.4178 eV
Kohn-Sham gap (alpha / beta) = 7.59 / 7.53 eV
net charge = 0
spin multiplicity = 5
<S²> = 6.034
E_LUMO (alpha / beta) = 0.13 / 0.12 eV
ΔE to the lowest compared entry with this formula, charge and spin = 0.0000 eV

XYZ file:
```
54
Properties=species:S:1:pos:R:3:lowdin_spin:R:1
S -1.622 -2.685 0.859 0.010
H -1.934 2.565 0.269 0.000
H -2.288 -3.826 -2.205 0.000
S 0.202 -1.207 -4.142 0.000
H 3.764 0.702 0.325 0.001
N 1.757 0.804 -0.222 0.022
C -0.250 4.555 2.428 -0.006
C 0.507 -5.461 -3.013 0.001
C -0.411 2.305 3.274 -0.004
H -3.840 -2.708 1.845 0.003
H 1.813 1.648 -0.773 0.001
H 5.390 0.573 3.411 0.000
C 2.555 0.200 1.890 0.010
C -0.138 -0.850 -2.500 0.001
N 2.825 0.759 0.686 0.004
Cr -0.112 -0.614 0.873 3.764
H -4.778 -1.313 -0.166 -0.001
C 0.021 3.610 3.418 0.001
N 0.538 7.009 2.709 -0.003
H -1.675 -0.027 2.919 0.006
C -1.254 -4.111 -2.359 0.000
C -3.747 -1.620 -0.064 0.006
H -2.501 0.429 1.410 0.002
H -0.272 2.314 -3.604 0.000
C -0.847 -5.348 -2.940 0.000
C -0.318 0.496 -2.333 0.008
O 3.550 0.064 2.758 0.003
H 4.714 1.712 2.226 0.000
H -0.178 1.576 4.042 0.000
C -1.385 2.856 1.161 -0.003
H -2.878 -0.726 -1.894 0.003
H 0.290 0.720 -5.627 0.000
H 0.572 3.911 4.300 0.000
H 1.726 -0.039 -0.796 0.002
C 0.124 0.437 -4.599 0.001
O 1.432 -0.156 2.208 0.030
C -3.286 -2.360 0.986 0.044
C -0.183 -1.923 -1.404 0.011
H -1.166 4.890 0.519 0.000
C -2.722 -1.284 -0.980 0.048
C -0.203 -3.317 -2.015 0.000
H -0.570 0.948 -1.380 0.005
H 5.351 0.120 1.702 0.000
C -0.162 1.240 -3.537 0.001
C -1.139 1.889 2.148 0.004
C 4.825 0.662 2.491 0.000
C -0.959 4.163 1.295 0.001
C 0.188 5.920 2.586 -0.001
C -1.559 0.487 1.960 -0.007
H -1.534 -6.113 -3.276 0.000
S 1.291 -4.083 -2.374 0.000
C -1.483 -1.725 -0.599 0.000
O 0.873 -1.776 -0.500 0.031
H 1.089 -6.287 -3.393 0.000
```


Entry 3:
Formula: C3H10N2O2
Source: OMol25
Level of theory: ωB97M-V/def2-TZVPD

Values from the calculation:
HOMO = -0.335 Eh
total energy = -10347.0623 eV
Kohn-Sham gap = 9.87 eV
net charge = 0
structure (SMILES) = CNC(=O)CN.O
E_LUMO = 0.75 eV
ΔE to the lowest compared entry with this formula, charge and spin = 2.4255 eV

XYZ file:
```
17
Properties=species:S:1:pos:R:3:lowdin_charge:R:1
N 0.505 -0.267 -2.759 -0.015
C -0.543 -0.103 1.348 -0.107
H 1.219 0.279 -3.298 0.084
H 0.448 -0.608 1.351 0.083
C -0.737 0.425 -2.383 -0.208
O 2.345 -0.505 3.807 -0.037
H 0.010 1.194 -0.150 0.104
N -0.641 0.477 0.042 -0.037
H -1.512 0.411 -3.213 0.129
H 0.457 -1.269 -3.044 0.088
H -1.526 -0.654 1.428 0.095
O -2.490 -0.622 -0.881 0.004
H 2.228 0.352 4.140 0.001
H -0.670 1.410 -2.087 0.074
C -1.404 0.008 -1.051 -0.403
H -0.578 0.500 2.354 0.103
H 2.890 -1.029 4.398 0.038
```


Entry 4:
Formula: C7H11NO7
Source: OMol25
Level of theory: ωB97M-V/def2-TZVPD

Values from the calculation:
HOMO = -0.281 Eh
total energy = -23256.5865 eV
Kohn-Sham gap = 7.86 eV
net charge = 0
E_LUMO = 0.22 eV
ΔE to the lowest compared entry with this formula, charge and spin = 1.9025 eV

XYZ file:
```
26
Properties=species:S:1:pos:R:3:lowdin_charge:R:1
H 2.893 0.414 -1.229 0.035
O 0.597 2.626 -0.965 0.138
C 0.209 -1.012 -1.077 -0.345
C -3.181 0.006 -0.836 -0.486
H 1.418 2.343 -1.482 0.150
C 1.623 0.032 0.675 0.016
H 1.328 -2.121 -0.089 0.092
O -0.931 -0.964 -0.251 0.005
O -0.701 0.976 2.001 -0.076
H -1.975 -0.601 2.051 0.100
H -2.993 -1.844 -0.489 0.151
H 0.780 -0.361 1.273 0.093
N -1.142 1.250 -0.718 0.213
C -1.811 0.504 1.890 -0.226
O 0.839 -2.211 -0.924 0.081
C 0.135 1.396 -0.724 -0.277
H -2.780 0.996 2.160 0.103
H -1.663 2.130 -0.761 0.212
O -3.729 -1.159 -0.482 0.112
H -0.033 -0.990 -2.130 0.176
O 2.118 0.535 -1.637 0.074
C -1.785 0.136 -0.333 -0.301
H 2.548 -0.755 0.648 0.150
H 2.059 0.984 0.991 0.108
C 1.039 0.259 -0.717 -0.385
O -3.770 0.938 -1.359 0.085
```


Entry 5:
Formula: C3H12N2O2
Source: OMol25
Level of theory: ωB97M-V/def2-TZVPD

Values from the calculation:
HOMO = -0.310 Eh
total energy = -10378.9344 eV
Kohn-Sham gap = 8.88 eV
net charge = 0
structure (SMILES) = NCNCCO.O
E_LUMO = 0.45 eV
ΔE to the lowest compared entry with this formula, charge and spin = 2.6153 eV

XYZ file:
```
19
Properties=species:S:1:pos:R:3:lowdin_charge:R:1
H -1.538 0.608 -0.317 0.059
O -1.222 -1.303 2.107 -0.044
H 2.033 -0.298 0.495 0.034
N 0.228 1.530 -0.878 -0.076
H 0.502 2.012 1.267 0.109
H 1.884 2.075 -0.023 0.117
H 0.769 -0.129 1.434 0.014
N 1.515 0.347 1.001 0.016
C -0.974 0.680 -1.147 -0.137
H -0.813 -1.457 1.228 -0.005
H 0.649 -2.046 -0.589 0.085
H -1.566 1.195 -1.988 0.137
C -0.407 -0.767 -1.477 -0.185
H -1.082 -1.297 -2.088 0.088
H -2.100 -1.064 2.039 -0.015
H 0.846 1.282 -1.600 0.057
C 0.982 1.563 0.409 -0.264
O -0.013 -1.460 -0.274 -0.100
H 0.489 -0.765 -2.088 0.109
```


Entry 6:
Formula: C17H30N2O5S
Source: OMol25
Level of theory: ωB97M-V/def2-TZVPD

Values from the calculation:
HOMO = -0.270 Eh
total energy = -42153.3609 eV
Kohn-Sham gap = 5.02 eV
net charge = 0
E_LUMO = -2.32 eV
ΔE to the lowest compared entry with this formula, charge and spin = 15.6107 eV

XYZ file:
```
55
Properties=species:S:1:pos:R:3:lowdin_charge:R:1
H 1.958 2.347 1.924 0.108
O 2.729 -2.601 -2.835 -0.061
C 1.014 -0.467 3.251 -0.126
H 0.791 2.404 6.434 0.064
C -0.610 0.901 1.845 0.103
C -0.899 -1.438 1.636 -0.195
H 2.280 0.014 1.465 0.135
H -1.708 1.453 -0.045 0.126
C -1.105 -0.755 0.159 -0.212
N -0.123 -0.293 2.279 -0.078
C 0.435 3.103 -2.866 -0.152
H -0.749 2.080 -4.489 0.100
H 3.599 2.080 2.723 0.126
C 1.247 1.050 -4.462 -0.206
C 2.342 0.197 2.618 -0.150
H -0.306 2.674 -2.090 0.040
H -1.970 -1.694 -3.214 0.118
H 0.940 -1.189 -4.492 0.115
O -3.383 0.318 3.758 -0.403
O 1.335 -3.966 -1.925 -0.082
C -1.880 -1.592 -0.973 -0.137
H -0.037 -0.367 -0.037 0.134
H 0.636 3.195 -5.141 0.107
N 2.077 -2.972 -1.844 -0.652
C 0.290 -0.267 -4.273 -0.193
H -1.413 -0.671 4.709 0.080
C 1.236 2.443 5.363 0.061
H -1.930 -2.696 -0.589 0.129
C -0.211 -0.361 -2.743 -0.218
H 2.139 1.061 -3.730 0.110
C -2.270 -1.906 2.423 -0.170
C 2.472 1.795 2.816 -0.205
H 0.116 4.219 -3.010 0.076
H 0.772 -0.149 4.328 0.111
H 1.216 -1.617 3.295 0.152
O 2.164 -2.343 -0.766 -0.123
H -2.303 -3.052 2.596 0.135
H -0.504 -2.621 -2.537 0.114
H 1.716 0.986 -5.529 0.109
C -1.138 -1.644 -2.400 -0.182
H -2.872 0.474 1.208 0.128
H 1.478 3.079 -2.382 0.072
C 1.918 2.336 4.230 -0.104
H 3.313 -0.359 2.947 0.140
H -3.157 -1.669 1.713 0.127
S -2.578 -0.964 3.996 0.775
O -3.447 -1.849 4.906 -0.413
H -0.609 -0.127 -4.977 0.110
C -1.806 0.611 0.755 -0.047
H -0.291 -2.419 1.677 0.171
H 0.755 -0.472 -2.091 0.108
H -2.994 -1.262 -1.052 0.125
C 0.348 2.412 -4.325 -0.251
H -0.282 1.966 2.116 0.163
H -0.743 0.583 -2.352 0.085
```